This record from the Open Molecules 2025 dataset describes a single C5H11NO molecule at a distorted geometry. The level of theory is the ωB97M-V functional and the def2-TZVPD basis.

```
18
Properties=species:S:1:pos:R:3:forces:R:3
O 1.721974 -0.086552 -2.456988 0.4 0.2 -0.6
C 0.744956 -0.440624 -1.875735 -0.5 -0.5 1.4
C 0.671612 -0.658584 -0.359659 0.3 -0.1 0.3
C 0.163921 0.651519 0.281247 -0.3 -0.1 0.0
C 0.337650 0.639389 1.804785 0.7 -0.5 -0.9
C -1.279638 0.993118 -0.128124 0.4 0.2 -0.4
N -0.106370 -1.831536 0.023426 -0.3 1.2 0.4
H -0.236914 -0.662071 -2.344981 0.1 0.1 -0.5
H 1.667568 -0.819641 0.061036 0.2 0.1 -0.4
H 0.832158 1.403972 -0.141441 -0.1 0.3 0.0
H -0.143061 -0.263563 2.173880 -0.3 0.3 0.5
H 0.024589 1.576745 2.252491 -0.4 -0.1 0.2
H 1.405715 0.538286 2.013734 0.0 0.0 0.1
H -1.987874 0.170483 -0.037855 0.0 0.0 0.4
H -1.619788 1.850634 0.449984 -0.2 -0.1 0.0
H -1.330827 1.278899 -1.181002 0.1 0.1 0.0
H 0.221096 -2.676668 -0.391507 0.0 -0.5 -0.3
H -1.086767 -1.663806 -0.143291 -0.1 -0.5 -0.1
```
Forces are in eV/Å.

Total charge ... 0
Energy ... -8900.545 eV
HOMO level ... -0.3381 Ha
SMILES ... CC(C)[C@@H](N)C=O
Gap between HOMO and LUMO ... 10.12 eV

The net atomic charges from Löwdin, expressed in e, are: atom 1 (O): 0.080, atom 2 (C): -0.247, atom 3 (C): -0.359, atom 4 (C): -0.388, atom 5 (C): -0.067, atom 6 (C): -0.066, atom 7 (N): 0.063, atom 8 (H): 0.126, atom 9 (H): 0.144, atom 10 (H): 0.135, atom 11 (H): 0.076, atom 12 (H): 0.075, atom 13 (H): 0.078, atom 14 (H): 0.070, atom 15 (H): 0.077, atom 16 (H): 0.074, atom 17 (H): 0.069, atom 18 (H): 0.059


This record from the Open Molecules 2025 dataset describes a molecular structure, C20H37AuN9O3P2S2 at a distorted geometry. The level of theory is the ωB97M-V functional and the def2-TZVPD basis.

```
74
Properties=species:S:1:pos:R:3:forces:R:3
Au -0.922860 0.189177 0.989929 0.3 -0.1 0.8
C 0.333784 1.706175 3.917218 0.0 0.3 0.0
C -0.598100 0.567260 4.081362 0.5 0.6 1.4
N -1.149537 -0.095286 3.102895 -0.4 -0.2 -1.4
C -1.964824 -1.125596 3.553408 0.0 0.1 2.5
C -2.029285 -1.207292 4.947189 -0.2 -0.1 -2.2
S -1.076200 -0.022414 5.652428 0.8 0.9 -1.1
C -2.588386 -1.971199 2.616502 -1.9 -2.4 -0.1
C -3.448991 -3.061201 2.883255 1.5 2.0 0.2
S -3.938683 -3.770758 1.456170 0.6 0.7 -1.4
C -2.982445 -2.610578 0.535181 -0.9 -1.2 -0.1
N -2.351402 -1.756107 1.282654 0.3 0.3 0.3
C -2.924599 -2.640990 -0.944259 0.1 0.2 -0.2
H 0.759955 1.690895 2.915334 0.1 0.0 0.0
H 1.137212 1.658402 4.652984 0.0 0.0 -0.1
H -0.202764 2.645511 4.081387 0.1 0.0 -0.1
H -2.585988 -1.911717 5.549712 0.0 0.0 -0.2
H -3.786250 -3.429570 3.842736 0.1 0.1 -0.1
H -3.437413 -3.506447 -1.357925 0.0 0.0 0.0
H -1.879633 -2.641395 -1.263706 0.0 -0.1 0.0
H -3.388311 -1.733853 -1.340408 0.0 -0.1 -0.1
C 2.271576 2.260778 -2.688829 0.1 0.1 0.0
N 0.957020 1.877659 -2.150643 -0.2 0.1 0.2
C -0.103924 2.854539 -2.438851 0.0 0.0 -0.1
P 0.530788 0.317057 -1.988778 1.4 0.0 -0.9
O -0.683488 0.200088 -1.097553 -1.4 -0.2 1.9
O 1.856254 -0.334197 -1.383589 -0.3 0.2 0.0
P 2.096463 -0.920958 0.097682 0.6 -1.1 -0.7
O 1.389511 -0.142646 1.164854 -1.1 0.4 0.4
N 3.702781 -0.808931 0.230064 -0.1 0.2 0.3
C 4.315133 -0.739847 1.565637 0.1 0.0 0.1
C 4.612132 -1.261918 -0.828850 0.1 0.0 -0.1
N 1.450386 -2.423793 -0.034555 -0.2 0.3 0.0
C 0.968717 -3.128653 1.149307 -0.1 -0.2 0.1
C 1.758556 -3.295119 -1.173943 0.0 0.0 0.0
N 0.272941 -0.550510 -3.337160 -0.4 0.0 0.3
C -1.069273 -0.636538 -3.928941 -0.1 0.0 -0.1
C 1.365897 -0.778978 -4.293400 0.1 0.0 -0.1
H 2.585213 3.194171 -2.222799 0.0 0.0 0.0
H 2.229795 2.413652 -3.769135 0.0 0.0 0.0
H 3.018191 1.505285 -2.460852 0.0 0.0 0.0
H 0.124031 3.790617 -1.927968 0.0 0.0 0.0
H -1.067614 2.491609 -2.087926 0.0 0.0 0.0
H -0.172830 3.063406 -3.508493 0.0 0.0 0.0
H 3.591176 -0.392048 2.297177 0.0 0.0 0.0
H 5.143747 -0.033295 1.540406 0.0 0.0 0.0
H 4.703841 -1.712017 1.875856 0.0 0.0 0.0
H 4.133054 -1.208213 -1.803699 0.0 0.0 0.0
H 4.956224 -2.283888 -0.655068 -0.1 0.0 0.0
H 5.483071 -0.607756 -0.846265 0.0 0.0 0.0
H 0.753718 -2.419220 1.947379 0.0 0.0 0.0
H 1.699331 -3.853895 1.515240 0.0 0.0 0.0
H 0.053918 -3.676434 0.901997 0.0 0.1 0.0
H 2.314951 -2.757434 -1.937145 0.0 0.0 0.0
H 0.837350 -3.665641 -1.628070 0.0 0.0 0.1
H 2.355279 -4.150630 -0.854129 0.0 0.0 0.0
H -1.829448 -0.468766 -3.171029 0.0 0.0 0.0
H -1.207977 -1.630099 -4.355755 0.0 0.0 0.0
H -1.202256 0.094303 -4.729010 0.0 0.0 0.0
H 2.334874 -0.615733 -3.826856 0.0 0.0 0.0
H 1.279244 -0.114569 -5.154958 0.0 0.0 0.0
H 1.324871 -1.807900 -4.650085 0.0 0.0 0.0
N -1.598382 5.706115 0.638597 0.0 -0.2 0.0
C -2.161212 4.492879 0.743506 -0.1 0.3 0.0
C -1.391447 3.312296 0.850236 0.6 -0.2 0.0
N -1.994295 2.136954 0.930184 -0.1 -0.7 0.0
C -3.333787 2.064361 0.909024 0.1 -0.4 0.0
C -4.065354 3.237657 0.808356 0.1 0.4 0.0
N -3.495777 4.427465 0.729691 -0.1 -0.2 0.0
H -0.607438 5.854858 0.700122 0.0 0.0 0.0
H -2.202398 6.510816 0.580551 0.0 0.0 0.0
H -0.308415 3.337193 0.853076 0.0 0.0 0.0
H -3.801548 1.092468 0.963114 0.0 0.0 0.0
H -5.148471 3.210354 0.788227 0.0 -0.1 0.0
```
Forces are in eV/Å.

Total charge ... +3
Energy ... -84812.569 eV
HOMO level ... -0.6054 Ha
Gap between HOMO and LUMO ... 4.17 eV

The net atomic charges from Löwdin, expressed in e, are: atom 1 (Au): 1.313, atom 2 (C): -0.047, atom 3 (C): -0.557, atom 4 (N): -0.015, atom 5 (C): -0.302, atom 6 (C): -0.288, atom 7 (S): 1.219, atom 8 (C): -0.334, atom 9 (C): -0.305, atom 10 (S): 1.191, atom 11 (C): -0.576, atom 12 (N): 0.019, atom 13 (C): -0.053, atom 14 (H): 0.058, atom 15 (H): 0.104, atom 16 (H): 0.105, atom 17 (H): 0.106, atom 18 (H): 0.099, atom 19 (H): 0.094, atom 20 (H): 0.077, atom 21 (H): 0.094, atom 22 (C): -0.055, atom 23 (N): -0.281, atom 24 (C): -0.072, atom 25 (P): 0.515, atom 26 (O): -0.364, atom 27 (O): -0.261, atom 28 (P): 0.493, atom 29 (O): -0.326, atom 30 (N): -0.285, atom 31 (C): -0.057, atom 32 (C): -0.058, atom 33 (N): -0.290, atom 34 (C): -0.082, atom 35 (C): -0.060, atom 36 (N): -0.278, atom 37 (C): -0.061, atom 38 (C): -0.055, atom 39 (H): 0.101, atom 40 (H): 0.102, atom 41 (H): 0.078, atom 42 (H): 0.089, atom 43 (H): 0.071, atom 44 (H): 0.103, atom 45 (H): 0.073, atom 46 (H): 0.101, atom 47 (H): 0.100, atom 48 (H): 0.070, atom 49 (H): 0.103, atom 50 (H): 0.104, atom 51 (H): 0.063, atom 52 (H): 0.102, atom 53 (H): 0.088, atom 54 (H): 0.070, atom 55 (H): 0.093, atom 56 (H): 0.104, atom 57 (H): 0.066, atom 58 (H): 0.102, atom 59 (H): 0.100, atom 60 (H): 0.074, atom 61 (H): 0.103, atom 62 (H): 0.103, atom 63 (N): 0.190, atom 64 (C): -0.338, atom 65 (C): -0.057, atom 66 (N): -0.034, atom 67 (C): -0.101, atom 68 (C): -0.059, atom 69 (N): 0.174, atom 70 (H): 0.122, atom 71 (H): 0.136, atom 72 (H): 0.128, atom 73 (H): 0.110, atom 74 (H): 0.137